{
  "formula": "C16H39IMnN2O4P3S2",
  "method": "ωB97M-V/def2-TZVPD",
  "elements": ["Mn", "C", "C", "O", "P", "S", "S", "O", "C", "C", "H", "H", "H", "H", "H", "H", "H", "H", "H", "H", "C", "P", "C", "C", "C", "P", "C", "C", "H", "H", "H", "H", "H", "H", "H", "H", "H", "H", "H", "H", "H", "H", "H", "H", "N", "C", "O", "C", "I", "H", "H", "H", "H", "C", "N", "C", "C", "C", "O", "H", "H", "H", "H", "H", "H", "H", "H", "H"],
  "positions_angstrom": [[0.319, 0.102, -0.737], [-0.750, -5.948, 0.881], [-0.955, -4.612, 1.547], [-1.277, -3.643, 0.517], [-1.117, -2.095, 0.820], [-1.778, -1.085, -0.775], [0.730, -1.547, 1.268], [-2.100, -1.955, 2.068], [-2.249, -0.691, 2.736], [-3.561, -0.702, 3.480], [-0.537, -6.707, 1.634], [0.092, -5.912, 0.189], [-1.643, -6.247, 0.333], [-0.054, -4.284, 2.071], [-1.784, -4.636, 2.254], [-2.229, 0.103, 1.985], [-1.397, -0.559, 3.408], [-4.394, -0.817, 2.788], [-3.687, 0.234, 4.026], [-3.589, -1.522, 4.197], [3.914, 0.393, -1.020], [2.337, 1.290, -0.909], [2.690, 2.539, 0.369], [2.342, 2.273, -2.468], [0.923, 2.740, -2.789], [-0.193, 1.301, -2.611], [0.104, 0.321, -4.117], [-1.845, 1.992, -2.934], [4.739, 1.075, -1.231], [3.852, -0.360, -1.805], [4.106, -0.112, -0.072], [3.615, 3.072, 0.145], [2.785, 2.042, 1.335], [1.869, 3.254, 0.436], [2.707, 1.613, -3.259], [3.042, 3.107, -2.396], [0.849, 3.190, -3.781], [0.594, 3.489, -2.062], [0.047, 0.939, -5.014], [-0.656, -0.460, -4.177], [1.077, -0.166, -4.062], [-1.895, 2.398, -3.945], [-2.072, 2.786, -2.228], [-2.597, 1.208, -2.829], [0.281, -3.278, -2.137], [1.370, -2.583, -1.813], [1.366, -1.347, -1.766], [2.629, -3.339, -1.515], [3.747, -3.577, -3.315], [-0.603, -2.794, -2.170], [0.275, -4.283, -2.099], [2.443, -4.329, -1.112], [3.238, -2.756, -0.834], [0.505, 2.127, 3.237], [-0.642, 2.671, 2.517], [-1.441, 3.685, 3.196], [-0.948, 2.212, 1.300], [-2.229, 2.661, 0.653], [-0.201, 1.402, 0.734], [0.214, 1.938, 4.270], [1.338, 2.833, 3.231], [0.809, 1.192, 2.774], [-0.838, 4.114, 3.992], [-2.343, 3.258, 3.641], [-1.720, 4.489, 2.519], [-3.024, 2.844, 1.372], [-2.537, 1.879, -0.037], [-2.061, 3.584, 0.093]],
  "atomic_forces_ev_per_a": [[0.2437, -0.4075, 0.4418], [-0.0073, -0.0216, 0.0085], [-0.0058, -0.0016, 0.0345], [-0.0151, 0.0020, -0.0063], [-0.0329, 0.0195, 0.0270], [-0.1424, 0.0714, 0.0959], [0.0936, 0.2473, -0.1419], [-0.0336, -0.0412, -0.0568], [0.0181, 0.0432, 0.0336], [0.0089, -0.0149, 0.0247], [-0.0044, 0.0038, -0.0114], [0.0216, -0.0044, -0.0074], [-0.0039, -0.0037, -0.0038], [0.0006, 0.0014, -0.0047], [0.0061, 0.0003, 0.0036], [-0.0310, -0.0196, 0.0151], [-0.0075, 0.0106, -0.0344], [-0.0068, 0.0014, -0.0025], [-0.0011, -0.0015, -0.0021], [-0.0008, 0.0047, 0.0036], [-0.0028, -0.0374, 0.0881], [0.0188, -0.0414, 0.0624], [-0.0050, 0.0019, -0.0053], [0.0453, 0.0071, -0.0248], [0.0124, 0.0485, 0.0008], [-0.0369, -0.0434, -0.0945], [0.0169, 0.0075, 0.0006], [0.0034, -0.0197, -0.0572], [0.0026, -0.0092, -0.0026], [-0.0083, 0.0115, -0.0248], [0.0060, -0.0056, -0.0016], [0.0001, 0.0092, 0.0107], [0.0014, 0.0068, -0.0308], [-0.0075, -0.0050, -0.0070], [0.0012, -0.0006, 0.0020], [0.0060, -0.0075, -0.0047], [0.0078, -0.0035, 0.0047], [-0.0036, 0.0086, -0.0096], [-0.0124, 0.0046, -0.0017], [0.0157, -0.0031, 0.0017], [-0.0055, 0.0102, -0.0112], [-0.0208, 0.0016, 0.0030], [-0.0105, 0.0298, 0.0382], [0.0040, 0.0078, -0.0015], [0.4157, -0.1501, 0.0382], [-0.4369, -0.2925, -0.0104], [0.0804, 0.3591, -0.1802], [0.0269, 0.0189, -0.0597], [0.0291, 0.0204, -0.0268], [-0.1500, 0.1009, 0.0011], [0.0111, 0.0303, 0.0110], [-0.0187, 0.0025, -0.0237], [-0.0126, -0.0096, 0.0147], [-0.0328, -0.0198, 0.0300], [0.0198, 0.0348, 0.0469], [0.0069, -0.0125, 0.0237], [-0.1766, -0.1015, -0.0080], [0.0205, 0.0255, -0.0090], [0.0968, 0.1203, -0.1834], [0.0016, 0.0079, -0.0056], [-0.0063, -0.0118, 0.0072], [0.0033, 0.0246, 0.0090], [-0.0010, 0.0134, -0.0096], [0.0112, 0.0032, 0.0100], [-0.0111, -0.0032, -0.0060], [0.0082, -0.0089, 0.0015], [-0.0125, -0.0129, -0.0419], [-0.0013, -0.0070, 0.0192]],
  "max_force_ev_per_a": 0.65,
  "spin_multiplicity": 2,
  "e_lumo_ha": [-0.078, -0.079],
  "total_energy_ha": -4312.6690,
  "total_charge": 1,
  "relative_energy_kcal_mol": 0.0
}



{
  "formula": "C16H39NbO10PS4",
  "method": "ωB97M-V/def2-TZVPD",
  "elements": ["O", "P", "O", "Nb", "H", "H", "H", "H", "H", "H", "H", "C", "C", "C", "S", "O", "O", "C", "H", "H", "H", "H", "H", "H", "H", "H", "C", "C", "C", "S", "O", "O", "C", "H", "H", "H", "H", "H", "H", "H", "H", "C", "C", "C", "S", "O", "O", "C", "H", "H", "H", "H", "H", "H", "H", "H", "C", "C", "C", "S", "O", "O", "C", "H", "H", "H", "H", "H", "H", "H", "H"],
  "positions_angstrom": [[6.623, -0.407, -1.338], [5.641, 0.740, -0.549], [6.294, 2.311, -0.637], [3.260, 0.603, -1.464], [6.529, -0.362, -2.294], [5.925, 2.803, -1.379], [3.372, 2.263, -2.247], [3.915, -0.122, -3.033], [3.145, -1.061, -0.669], [2.530, 1.420, -0.015], [1.604, 0.305, -2.142], [1.465, 6.408, 1.827], [0.015, 5.996, 1.562], [-0.060, 5.481, 0.119], [1.568, 4.833, -0.264], [2.155, 5.652, -1.301], [1.501, 3.397, -0.363], [2.324, 5.268, 1.294], [1.649, 6.584, 2.888], [1.692, 7.332, 1.286], [-0.270, 5.192, 2.258], [-0.677, 6.829, 1.720], [-0.796, 4.686, 0.012], [-0.277, 6.285, -0.585], [3.363, 5.548, 1.133], [2.266, 4.396, 1.943], [1.081, -4.968, -3.789], [-0.380, -5.019, -3.327], [-0.458, -4.289, -1.982], [0.865, -3.077, -1.990], [1.821, -3.442, -0.975], [0.295, -1.756, -2.079], [1.533, -3.525, -3.583], [1.187, -5.276, -4.830], [1.686, -5.641, -3.174], [-1.010, -4.511, -4.060], [-0.739, -6.039, -3.240], [-1.409, -3.778, -1.854], [-0.286, -4.969, -1.147], [2.615, -3.408, -3.574], [1.090, -2.863, -4.328], [-5.612, -4.299, -2.748], [-6.200, -5.714, -2.752], [-5.270, -6.595, -3.593], [-3.638, -5.864, -3.465], [-3.252, -5.379, -4.768], [-2.792, -6.734, -2.683], [-4.125, -4.469, -2.462], [-6.092, -3.663, -2.004], [-5.753, -3.838, -3.729], [-6.240, -6.094, -1.728], [-7.217, -5.728, -3.146], [-5.235, -7.617, -3.221], [-5.557, -6.592, -4.644], [-3.532, -3.597, -2.730], [-3.952, -4.735, -1.418], [-0.086, 3.744, 7.321], [0.843, 2.627, 6.835], [0.394, 2.237, 5.424], [-0.360, 3.700, 4.717], [-1.764, 3.441, 4.506], [0.489, 4.216, 3.668], [-0.186, 4.732, 6.165], [0.292, 4.222, 8.225], [-1.074, 3.331, 7.546], [1.872, 2.997, 6.805], [0.825, 1.766, 7.505], [1.233, 1.930, 4.801], [-0.358, 1.449, 5.445], [-1.038, 5.404, 6.243], [0.737, 5.304, 6.056]],
  "atomic_forces_ev_per_a": [[0.2643, 1.0228, 0.6219], [0.5874, -0.2336, -0.8662], [0.0960, -0.8944, -0.0881], [-1.2018, -0.0939, 1.3506], [-0.3374, 0.0409, -0.0240], [-0.1187, -0.1725, -0.1135], [0.4779, 0.3860, -0.0868], [0.0508, -0.0676, -0.4866], [0.3486, -0.1238, 0.1607], [-0.0037, -0.0825, 0.3527], [0.4934, 0.0250, -0.8082], [-0.0625, 0.0715, -0.0225], [-0.4055, -0.1556, 0.1058], [-0.4424, 0.3979, 0.2021], [0.1204, -0.7268, -0.0233], [-0.0975, -0.0528, 0.0376], [-0.2707, 0.9965, -0.2517], [0.1558, 0.2871, 0.3845], [-0.0118, -0.0358, -0.0234], [0.0489, -0.0317, 0.0206], [0.1310, 0.6597, -0.6989], [0.0385, -0.0007, -0.0772], [0.1494, -0.0498, -0.1363], [0.1155, -0.0852, -0.0671], [-0.0288, -0.1154, -0.1734], [-0.0230, -0.0284, -0.1056], [-0.0129, 0.0685, 0.0783], [0.2628, 0.0132, -0.1121], [-0.3164, -0.5218, -0.1385], [0.2610, 0.6704, -0.0247], [-0.3686, -0.0890, -0.0597], [-0.1383, -0.5880, 0.2881], [0.1739, -0.3596, -0.3767], [-0.0032, 0.0007, 0.0357], [0.0163, 0.0442, -0.0322], [0.0736, -0.0105, -0.0036], [0.0450, 0.0432, -0.0155], [0.1392, 0.1289, 0.1553], [0.0566, 0.0953, 0.0089], [-0.0571, 0.2026, 0.1593], [0.0250, 0.0550, 0.0956], [-0.0727, -0.0078, -0.0937], [-0.0824, 0.0236, 0.0955], [-0.5252, -0.1713, 0.0204], [-0.0617, 0.0486, 0.2292], [0.0365, -0.2589, 0.1289], [-0.1447, -0.0375, -0.3022], [-0.2260, 0.3402, 0.1467], [0.0397, -0.0049, -0.0347], [0.0390, 0.0202, 0.0497], [0.0214, 0.0198, -0.0400], [0.0437, -0.0231, 0.0148], [0.1707, 0.0230, -0.1031], [0.1422, 0.0342, 0.0077], [0.0973, -0.1175, -0.0502], [0.0661, -0.0326, -0.0585], [-0.0313, -0.0982, 0.0492], [0.0793, 0.0458, 0.0801], [0.2732, -0.3703, 0.2557], [0.2305, -0.1407, 0.0123], [0.1852, 0.1723, -0.1754], [-0.2320, -0.4888, 0.7253], [0.0089, 0.1755, 0.4182], [-0.0300, -0.0046, -0.0329], [0.0156, 0.0592, -0.0132], [-0.0478, -0.0079, -0.0096], [0.0131, 0.0217, -0.0510], [-0.1581, 0.0418, -0.1491], [-0.0470, 0.1071, -0.1040], [0.0010, -0.0304, -0.1845], [-0.0354, -0.0290, -0.0735]],
  "max_force_ev_per_a": 1.81,
  "spin_multiplicity": 1,
  "e_lumo_ha": 0.064,
  "total_energy_ha": -3376.2250,
  "total_charge": -1
}



{
  "formula": "C16H40BCl3F4N3",
  "method": "ωB97M-V/def2-TZVPD",
  "elements": ["N", "H", "H", "H", "H", "C", "C", "C", "N", "C", "C", "C", "C", "C", "H", "H", "H", "H", "H", "H", "H", "H", "H", "H", "H", "H", "H", "H", "H", "H", "H", "H", "C", "C", "C", "N", "C", "C", "C", "C", "C", "H", "H", "H", "H", "H", "H", "H", "H", "H", "H", "H", "H", "H", "H", "H", "H", "H", "H", "Cl", "Cl", "Cl", "B", "F", "F", "F", "F"],
  "positions_angstrom": [[-1.548, 2.421, 0.185], [-2.420, 2.548, 0.695], [-1.335, 3.244, -0.376], [-1.565, 1.577, -0.374], [-0.988, 2.312, 1.025], [-5.748, -1.782, 1.364], [-4.240, -1.606, 1.277], [-3.606, -2.863, 1.934], [-2.121, -2.986, 1.640], [-1.383, -1.637, 1.860], [-1.747, -3.543, 0.216], [-0.868, -4.762, 0.424], [-0.259, -4.645, 1.788], [-1.459, -4.130, 2.500], [-6.214, -0.970, 0.807], [-5.979, -1.686, 2.425], [-6.044, -2.750, 0.959], [-3.829, -0.816, 1.905], [-3.735, -1.503, 0.315], [-4.012, -3.804, 1.564], [-3.690, -2.636, 2.997], [-0.322, -1.867, 1.779], [-1.644, -1.341, 2.876], [-1.685, -0.787, 1.248], [-1.361, -2.687, -0.335], [-2.655, -3.856, -0.300], [-0.276, -4.676, -0.489], [-1.382, -5.701, 0.215], [0.557, -3.936, 1.926], [0.061, -5.641, 2.093], [-1.378, -3.710, 3.503], [-2.082, -5.019, 2.609], [2.421, -2.111, -0.626], [2.935, -0.777, -1.269], [2.641, 0.410, -0.511], [2.833, 1.740, -1.325], [1.604, 2.134, -2.195], [3.158, 2.967, -0.400], [3.981, 3.980, -1.210], [4.417, 3.214, -2.419], [4.091, 1.746, -2.165], [1.392, -2.423, -0.799], [2.702, -2.214, 0.423], [3.112, -2.808, -1.101], [2.438, -0.711, -2.238], [4.021, -0.787, -1.370], [3.265, 0.418, 0.382], [1.568, 0.419, -0.316], [0.675, 2.058, -1.633], [1.643, 1.710, -3.198], [1.653, 3.189, -2.468], [2.214, 3.464, -0.183], [3.811, 2.721, 0.436], [3.399, 4.893, -1.336], [4.857, 4.354, -0.680], [3.989, 3.536, -3.368], [5.500, 3.316, -2.493], [3.984, 1.244, -3.126], [4.899, 1.343, -1.554], [-1.193, -0.191, -1.706], [0.924, 2.150, 2.188], [-4.394, 2.363, 1.463], [-0.718, 5.591, -1.102], [-0.927, 5.804, 0.213], [0.668, 5.493, -1.304], [-1.350, 4.406, -1.414], [-1.255, 6.596, -1.854]],
  "atomic_forces_ev_per_a": [[-0.2609, -0.2054, 1.1893], [-1.7023, 0.1142, -0.4898], [0.1038, 0.3177, 0.0335], [-0.0493, -0.5010, -0.2509], [1.6424, -0.0525, -0.0753], [0.7715, 0.8847, -0.3051], [1.7171, -1.4667, 0.5157], [0.7498, 0.8164, -0.6598], [1.2886, -1.0715, -0.7100], [-0.3065, -1.0628, 1.1614], [-1.8932, 0.6474, 0.6866], [0.4057, 0.9812, -2.6117], [0.7053, 0.2746, -0.1365], [-1.3063, 0.9843, 1.5062], [-0.2287, -0.0875, 0.1780], [-0.5142, -0.1587, -0.0919], [-0.1741, 0.0244, 0.0706], [-0.7308, 0.6475, -0.3419], [-0.7668, 0.2701, -0.4888], [-0.3385, -0.0025, 0.4884], [-0.0470, -0.9900, 0.2251], [-0.0853, 0.3563, -0.0814], [0.2995, -0.0857, 0.1607], [-0.0722, -0.6491, -0.7267], [0.4393, -0.0924, -0.1166], [-0.2325, 0.3300, 0.1596], [1.1079, -0.3076, 0.4311], [-0.3917, 0.0190, 0.7457], [0.2435, -0.1597, -0.5852], [-0.0310, 0.2147, 0.5370], [0.4846, -0.0128, -0.0307], [-0.9886, 0.5488, -0.3106], [1.8918, 0.1806, -0.3210], [-0.2853, -1.6777, -1.1275], [-1.6917, 2.3575, 0.3704], [0.7653, 0.9860, 0.1425], [0.7964, 0.8166, 0.1316], [-0.4157, 0.7381, -0.2562], [-0.5560, 0.4382, 0.4238], [0.7110, -0.0470, -1.1158], [-0.0813, 0.5568, -0.0887], [0.0000, 0.5669, -0.1154], [-0.3256, 0.3716, 0.2283], [-0.4611, -0.6325, -0.1165], [0.2568, -0.0648, -0.2659], [0.0425, -0.6890, -0.4545], [-0.3513, 0.7062, 0.1405], [0.1127, 0.2512, 0.7684], [0.1887, -0.7361, -0.1278], [-0.2073, -1.0728, 0.5098], [0.4738, 0.3092, 0.6553], [0.0178, -0.6553, 0.8943], [-0.9579, -0.8371, 0.2735], [-0.2177, -0.2184, -0.6920], [-0.0107, -0.4376, 0.3946], [-0.1070, 0.1641, 0.1129], [0.0231, -0.1388, -0.4547], [-0.1337, -0.5011, 0.3774], [-0.1933, -0.4283, -0.0461], [0.2571, -0.4877, 0.2392], [0.1957, -0.3833, -0.0772], [-0.0331, -0.3719, 0.1503], [0.3897, 0.7413, 0.2700], [-0.2469, 0.5223, 2.0998], [0.9654, -0.3977, -0.6186], [-0.3869, -1.4308, -1.3840], [-0.2649, 0.9756, -0.9969]],
  "max_force_ev_per_a": 2.93,
  "spin_multiplicity": 1,
  "e_lumo_ha": 0.057,
  "total_energy_ha": -2603.0397,
  "total_charge": -1,
  "relative_energy_kcal_mol": 50.5
}